C44H56BCl47F2N3O3PS2 | ωB97M-V/def2-TZVPD

Calculated values
Kohn-Sham gap: 7.77 eV
LUMO energy: -0.02305 Eh
HOMO energy: -8.40 eV
DFT total energy: -25091.49230 Ha
molar mass: 2485.16 g mol⁻¹

Last columns: bonded neighbours and bond lengths (Å).
Geometry (Å):
1 C -3.557 0.977 -1.889  C2 1.523, H44 1.086, H45 1.090, H46 1.086
2 C -3.513 2.040 -2.979  C1 1.523, C3 1.530, H47 1.089, H48 1.088
3 C -2.276 2.939 -2.978  C2 1.530, F4 1.400, C5 1.504, H49 1.085
4 F -2.592 4.032 -2.163  C3 1.400
5 C -1.036 2.261 -2.464  C3 1.504, C6 1.379, C15 1.403
6 C -0.667 2.437 -1.147  C5 1.379, C7 1.387, H50 1.079
7 C 0.478 1.857 -0.622  C6 1.387, C8 1.383, N36 1.429
8 C 1.262 1.067 -1.442  C7 1.383, C9 1.407, S17 1.771
9 C 0.927 0.854 -2.792  C8 1.407, C10 1.517, C15 1.400
10 C 1.763 0.015 -3.740  C9 1.517, Cl11 1.798, C12 1.550, H51 1.073
11 Cl 3.232 0.925 -4.236  C10 1.798
12 C 2.049 -1.437 -3.279  C10 1.550, C13 1.522, Cl14 1.809, H52 1.081
13 C 3.514 -1.842 -3.197  C12 1.522, H53 1.086, H54 1.079, H55 1.086
14 Cl 1.295 -2.602 -4.438  C12 1.809
15 C -0.228 1.468 -3.292  C5 1.403, C9 1.400, C16 1.519
16 C -0.650 1.320 -4.743  C15 1.519, H56 1.081, H57 1.084, H58 1.087
17 S 2.732 0.370 -0.740  C8 1.771, C18 1.778
18 C 2.215 0.143 0.946  S17 1.778, C19 1.397, C35 1.381
19 C 2.760 -0.907 1.691  C18 1.397, B20 1.580, C25 1.399
20 B 3.830 -1.873 1.044  C19 1.580, O21 1.399, N22 1.444
21 O 4.697 -1.375 0.066  B20 1.399, H59 0.961
22 N 3.954 -3.250 1.462  B20 1.444, C23 1.462, C24 1.453
23 C 3.149 -4.169 0.658  N22 1.462, H60 1.091, H61 1.087, H62 1.094
24 C 5.332 -3.693 1.584  N22 1.453, H63 1.094, H64 1.090, H65 1.089
25 C 2.360 -1.046 3.024  C19 1.399, P26 1.845, C28 1.415
26 P 3.044 -2.382 4.097  C25 1.845, N27 1.585, H66 1.400, H67 1.410
27 N 2.364 -3.806 3.953  P26 1.585, H68 1.013
28 C 1.416 -0.160 3.594  C25 1.415, C29 1.506, C33 1.393
29 C 0.942 -0.339 5.012  C28 1.506, C30 1.542, H69 1.080, H70 1.083
30 C -0.101 -1.474 5.028  C29 1.542, C31 1.490, H71 1.088, H72 1.090
31 C -0.356 -2.095 6.358  C30 1.490, F32 1.391, H73 1.086, H74 1.088
32 F -0.912 -1.229 7.294  C31 1.391
33 C 0.908 0.869 2.804  C28 1.393, S34 1.787, C35 1.402
34 S -0.280 2.016 3.487  C33 1.787, H75 1.342
35 C 1.310 1.043 1.472  C18 1.381, C33 1.402, N36 1.423
36 N 0.751 2.136 0.752  C7 1.429, C35 1.423, C37 1.485
37 C 1.442 3.434 0.959  N36 1.485, C38 1.529, H76 1.085, H77 1.088
38 C 2.817 3.632 0.320  C37 1.529, C39 1.515, H78 1.091, H79 1.085
39 C 3.937 3.208 1.248  C38 1.515, O40 1.437, H80 1.090, H81 1.088
40 O 5.164 3.089 0.511  C39 1.437, C41 1.342
41 C 6.191 2.644 1.251  O40 1.342, C42 1.502, O43 1.210
42 C 7.141 1.712 0.553  C41 1.502, H82 1.081, H83 1.086, H84 1.086
43 O 6.372 2.967 2.403  C41 1.210
44 H -2.738 0.266 -1.943  C1 1.086
45 H -4.468 0.397 -2.035  C1 1.090
46 H -3.644 1.400 -0.893  C1 1.086
47 H -3.645 1.554 -3.945  C2 1.089
48 H -4.379 2.688 -2.859  C2 1.088
49 H -2.154 3.352 -3.975  C3 1.085
50 H -1.263 3.063 -0.501  C6 1.079
51 H 1.189 -0.093 -4.641  C10 1.073
52 H 1.607 -1.644 -2.315  C12 1.081
53 H 3.972 -1.833 -4.181  C13 1.086
54 H 4.084 -1.189 -2.554  C13 1.079
55 H 3.600 -2.857 -2.818  C13 1.086
56 H 0.180 1.136 -5.410  C16 1.081
57 H -1.064 2.273 -5.055  C16 1.084
58 H -1.451 0.593 -4.857  C16 1.087
59 H 5.579 -1.195 0.403  O21 0.961
60 H 3.746 -4.613 -0.139  C23 1.091
61 H 2.235 -3.714 0.283  C23 1.087
62 H 2.839 -5.001 1.296  C23 1.094
63 H 5.784 -3.949 0.621  C24 1.094
64 H 5.402 -4.573 2.223  C24 1.090
65 H 5.927 -2.925 2.077  C24 1.089
66 H 2.954 -1.984 5.437  P26 1.400
67 H 4.424 -2.468 3.822  P26 1.410
68 H 1.626 -3.765 3.261  N27 1.013
69 H 0.447 0.546 5.385  C29 1.080
70 H 1.770 -0.508 5.689  C29 1.083
71 H 0.271 -2.287 4.409  C30 1.088
72 H -0.998 -1.103 4.531  C30 1.090
73 H -1.077 -2.894 6.214  C31 1.086
74 H 0.542 -2.570 6.748  C31 1.088
75 H -1.395 1.664 2.829  S34 1.342
76 H 0.785 4.179 0.522  C37 1.085
77 H 1.517 3.591 2.033  C37 1.088
78 H 2.940 4.708 0.196  C38 1.091
79 H 2.914 3.207 -0.674  C38 1.085
80 H 3.721 2.292 1.796  C39 1.090
81 H 4.064 3.992 1.991  C39 1.088
82 H 8.127 1.813 0.983  C42 1.081
83 H 7.161 1.935 -0.509  C42 1.086
84 H 6.783 0.705 0.748  C42 1.086
85 C -7.935 2.546 -2.462  Cl86 1.766, Cl87 1.764, Cl88 1.763, H89 1.082
86 Cl -8.084 3.622 -3.855  C85 1.766
87 Cl -7.378 0.950 -2.968  C85 1.764
88 Cl -6.847 3.238 -1.260  C85 1.763
89 H -8.913 2.437 -2.013  C85 1.082
90 C -3.629 -2.990 8.580  Cl91 1.766, Cl92 1.762, Cl93 1.765, H94 1.083
91 Cl -3.586 -3.665 10.211  C90 1.766
92 Cl -3.047 -4.165 7.403  C90 1.762
93 Cl -5.264 -2.456 8.180  C90 1.765
94 H -2.972 -2.130 8.550  C90 1.083
95 C -3.480 5.472 1.376  Cl96 1.766, Cl97 1.761, Cl98 1.763, H99 1.082
96 Cl -4.465 5.607 2.835  C95 1.766
97 Cl -1.858 4.920 1.782  C95 1.761
98 Cl -4.237 4.394 0.205  C95 1.763
99 H -3.404 6.453 0.929  C95 1.082
100 C -6.985 -4.187 11.444  Cl101 1.760, Cl102 1.765, Cl103 1.773, H104 1.081
101 Cl -6.537 -5.053 12.909  C100 1.760
102 Cl -8.155 -5.121 10.507  C100 1.765
103 Cl -7.628 -2.572 11.797  C100 1.773
104 H -6.095 -4.063 10.845  C100 1.081
105 C 2.899 -2.460 -8.124  Cl106 1.762, Cl107 1.766, Cl108 1.765, H109 1.081
106 Cl 1.694 -1.899 -9.282  C105 1.762
107 Cl 3.859 -3.778 -8.804  C105 1.766
108 Cl 3.940 -1.127 -7.618  C105 1.765
109 H 2.382 -2.833 -7.251  C105 1.081
110 C 0.154 2.167 -9.581  Cl111 1.766, Cl112 1.763, Cl113 1.763, H114 1.082
111 Cl 0.505 2.970 -11.115  C110 1.766
112 Cl 1.612 1.427 -8.922  C110 1.763
113 Cl -0.547 3.309 -8.436  C110 1.763
114 H -0.569 1.385 -9.768  C110 1.082
115 C 1.538 -6.266 4.770  Cl116 1.767, Cl117 1.766, Cl118 1.759, H119 1.085
116 Cl 1.677 -6.894 6.415  C115 1.767
117 Cl 2.200 -7.411 3.600  C115 1.766
118 Cl -0.137 -5.888 4.391  C115 1.759
119 H 2.103 -5.343 4.698  C115 1.085
120 C 0.485 -9.589 9.684  Cl121 1.763, Cl122 1.765, Cl123 1.763, H124 1.081
121 Cl 0.102 -10.690 8.360  C120 1.763
122 Cl 2.223 -9.557 9.986  C120 1.765
123 Cl -0.120 -7.968 9.344  C120 1.763
124 H -0.006 -9.952 10.577  C120 1.081
125 C 5.127 4.227 -6.362  Cl126 1.766, Cl127 1.762, Cl128 1.764, H129 1.081
126 Cl 5.254 3.503 -4.756  C125 1.766
127 Cl 4.166 3.230 -7.452  C125 1.762
128 Cl 4.460 5.857 -6.261  C125 1.764
129 H 6.127 4.292 -6.770  C125 1.081
130 C 0.711 6.404 -12.837  Cl131 1.766, Cl132 1.762, Cl133 1.766, H134 1.082
131 Cl 2.149 7.385 -13.131  C130 1.766
132 Cl -0.427 7.267 -11.805  C130 1.762
133 Cl -0.053 5.945 -14.361  C130 1.766
134 H 1.017 5.500 -12.326  C130 1.082
135 C -10.075 -8.209 8.434  Cl136 1.764, Cl137 1.763, Cl138 1.764, H139 1.082
136 Cl -10.607 -9.886 8.563  C135 1.764
137 Cl -8.480 -8.112 7.689  C135 1.763
138 Cl -11.248 -7.248 7.531  C135 1.764
139 H -10.005 -7.801 9.433  C135 1.082
140 C 7.667 -3.971 -8.919  Cl141 1.764, Cl142 1.764, Cl143 1.766, H144 1.081
141 Cl 8.525 -3.686 -7.404  C140 1.764
142 Cl 8.377 -3.027 -10.229  C140 1.764
143 Cl 7.660 -5.691 -9.320  C140 1.766
144 H 6.642 -3.650 -8.790  C140 1.081
145 C -0.376 11.590 -10.528  Cl146 1.765, Cl147 1.763, Cl148 1.765, H149 1.081
146 Cl -0.849 11.111 -8.896  C145 1.765
147 Cl 0.456 10.269 -11.347  C145 1.763
148 Cl -1.783 12.114 -11.456  C145 1.765
149 H 0.304 12.426 -10.448  C145 1.081
150 C -6.244 -1.759 16.412  Cl151 1.766, Cl152 1.763, Cl153 1.766, H154 1.081
151 Cl -4.546 -2.241 16.388  C150 1.766
152 Cl -7.039 -2.204 14.903  C150 1.763
153 Cl -7.075 -2.472 17.798  C150 1.766
154 H -6.287 -0.683 16.514  C150 1.081
155 C -8.078 5.309 -7.465  Cl156 1.763, Cl157 1.765, Cl158 1.764, H159 1.082
156 Cl -9.346 5.784 -8.594  C155 1.763
157 Cl -7.127 3.974 -8.120  C155 1.765
158 Cl -7.039 6.681 -7.077  C155 1.764
159 H -8.549 4.972 -6.552  C155 1.082

Results of the Mulliken charge analysis, in e, for atoms 1 through 2:
1 C -1.08
2 C -0.33

C44H57N6O11 | ωB97M-V/def2-TZVPD

Calculated values
Kohn-Sham gap: 6.12 eV
LUMO energy: -0.18662 Eh
HOMO energy: -11.20 eV
DFT total energy: -2865.97076 Ha
molar mass: 845.97 g mol⁻¹
net charge: +1

Last columns: bonded neighbours and bond lengths (Å).
Geometry (Å):
1 C 0.651 -1.605 3.079  C2 1.640, H35 1.143, H36 1.161, H37 1.140
2 C 1.938 -1.547 2.064  C1 1.640, N3 1.496, H38 1.146, H39 1.146
3 N 2.157 -0.100 1.755  C2 1.496, C4 1.486, C32 1.466
4 C 2.155 0.194 0.298  N3 1.486, C5 1.618, H40 1.156, H41 1.161
5 C 3.177 -0.691 -0.592  C4 1.618, C6 1.627, H42 1.160, H43 1.142
6 C 3.710 0.240 -1.815  C5 1.627, C7 1.564, C17 1.584
7 C 5.243 0.534 -1.920  C6 1.564, C8 1.595, C14 1.588
8 C 6.369 -0.041 -0.949  C7 1.595, O9 1.245, O10 1.460
9 O 6.882 0.543 0.023  C8 1.245
10 O 6.886 -1.369 -1.266  C8 1.460, O11 1.352
11 O 6.251 -2.320 -0.545  O10 1.352, C12 1.450
12 C 5.431 -3.126 -1.429  O11 1.450, N13 1.216
13 N 4.517 -3.475 -2.150  C12 1.216
14 C 5.757 1.483 -3.086  C7 1.588, C15 1.546, H44 1.141
15 C 4.689 2.053 -4.048  C14 1.546, N16 1.467, H45 1.140
16 N 3.265 1.719 -3.942  C15 1.467, C17 1.460, H46 1.041
17 C 2.727 0.855 -2.895  C6 1.584, N16 1.460, C18 1.616
18 C 1.153 0.500 -2.797  C17 1.616, C19 1.605, H47 1.162, H48 1.154
19 C 0.363 0.637 -4.188  C18 1.605, C20 1.618, H49 1.144, H50 1.157
20 C -1.243 0.717 -4.014  C19 1.618, C21 1.610, H51 1.158, H52 1.154
21 C -1.732 1.797 -2.924  C20 1.610, C22 1.610, H53 1.160, H54 1.144
22 C -0.950 3.204 -2.957  C21 1.610, C23 1.609, H55 1.160, H56 1.161
23 C -0.194 3.600 -1.593  C22 1.609, C24 1.607, H57 1.168, H58 1.163
24 C -1.025 3.324 -0.246  C23 1.607, C25 1.617, H59 1.159, H60 1.164
25 C -0.595 4.253 1.005  C24 1.617, C26 1.636, H61 1.145, H62 1.159
26 C -1.738 4.010 2.150  C25 1.636, C27 1.613, H63 1.161, H64 1.145
27 C -1.859 2.467 2.601  C26 1.613, C28 1.615, H65 1.162, H66 1.149
28 C -3.073 1.662 1.904  C27 1.615, C29 1.611, H67 1.149, H68 1.150
29 C -2.652 0.213 1.338  C28 1.611, O30 1.459, H69 1.164, H70 1.150
30 O -3.801 -0.610 0.978  C29 1.459, C31 1.468
31 C -3.259 -1.862 0.436  O30 1.468, H71 1.147, H72 1.146, H73 1.157
32 C 3.295 0.480 2.473  N3 1.466, C33 1.597, O34 1.281
33 C 4.408 1.467 1.894  C32 1.597, H74 1.144, H75 1.141, H76 1.161
34 O 3.382 0.194 3.719  C32 1.281
35 H 0.986 -1.654 4.171  C1 1.143
36 H 0.106 -0.587 2.962  C1 1.161
37 H -0.111 -2.401 2.783  C1 1.140
38 H 1.679 -2.196 1.156  C2 1.146
39 H 2.797 -2.043 2.638  C2 1.146
40 H 2.332 1.309 0.053  C4 1.156
41 H 1.087 -0.030 -0.101  C4 1.161
42 H 2.537 -1.507 -1.112  C5 1.160
43 H 4.025 -1.184 -0.007  C5 1.142
44 H 6.856 1.762 -3.207  C14 1.141
45 H 5.034 2.760 -4.874  C15 1.140
46 H 2.664 2.174 -4.659  N16 1.041
47 H 1.127 -0.628 -2.519  C18 1.162
48 H 0.645 1.036 -1.910  C18 1.154
49 H 0.669 1.525 -4.840  C19 1.144
50 H 0.567 -0.334 -4.783  C19 1.157
51 H -1.743 0.887 -5.044  C20 1.158
52 H -1.617 -0.314 -3.655  C20 1.154
53 H -2.839 2.035 -3.175  C21 1.160
54 H -1.746 1.272 -1.908  C21 1.144
55 H -1.709 4.056 -3.167  C22 1.160
56 H -0.173 3.290 -3.815  C22 1.161
57 H 0.017 4.748 -1.630  C23 1.168
58 H 0.858 3.116 -1.482  C23 1.163
59 H -2.172 3.327 -0.416  C24 1.159
60 H -0.780 2.232 0.075  C24 1.164
61 H -0.574 5.337 0.636  C25 1.145
62 H 0.419 3.901 1.440  C25 1.159
63 H -2.737 4.304 1.636  C26 1.161
64 H -1.506 4.714 3.023  C26 1.145
65 H -0.899 1.850 2.384  C27 1.162
66 H -2.006 2.420 3.739  C27 1.149
67 H -3.964 1.575 2.623  C28 1.149
68 H -3.441 2.281 1.008  C28 1.150
69 H -1.998 0.324 0.382  C29 1.164
70 H -2.010 -0.353 2.105  C29 1.150
71 H -2.928 -1.762 -0.657  C31 1.147
72 H -4.020 -2.718 0.491  C31 1.146
73 H -2.329 -2.199 1.036  C31 1.157
74 H 5.428 0.995 2.109  C33 1.144
75 H 4.256 1.813 0.817  C33 1.141
76 H 4.365 2.426 2.547  C33 1.161
77 C -0.882 -5.151 8.214  C78 1.392, C82 1.392, H86 1.086
78 C -0.982 -6.140 7.240  C77 1.392, C79 1.391, H87 1.085
79 C -1.248 -5.794 5.920  C78 1.391, C80 1.395, H88 1.085
80 C -1.407 -4.449 5.584  C79 1.395, C81 1.394, N83 1.464
81 C -1.316 -3.454 6.557  C80 1.394, C82 1.391, H89 1.085
82 C -1.053 -3.811 7.875  C77 1.392, C81 1.391, H90 1.085
83 N -1.662 -4.077 4.192  C80 1.464, O84 1.226, O85 1.223
84 O -1.755 -4.979 3.366  N83 1.226
85 O -1.764 -2.887 3.928  N83 1.223
86 H -0.669 -5.425 9.243  C77 1.086
87 H -0.849 -7.183 7.511  C78 1.085
88 H -1.323 -6.575 5.171  C79 1.085
89 H -1.444 -2.407 6.306  C81 1.085
90 H -0.976 -3.044 8.640  C82 1.085
91 C -2.475 9.623 -5.723  C92 1.392, C96 1.392, H100 1.086
92 C -1.272 9.445 -5.046  C91 1.392, C93 1.391, H101 1.085
93 C -1.180 8.509 -4.022  C92 1.391, C94 1.395, H102 1.085
94 C -2.302 7.752 -3.685  C93 1.395, C95 1.394, N97 1.465
95 C -3.512 7.931 -4.354  C94 1.394, C96 1.391, H103 1.085
96 C -3.595 8.872 -5.376  C91 1.392, C95 1.391, H104 1.085
97 N -2.205 6.747 -2.624  C94 1.465, O98 1.226, O99 1.224
98 O -1.131 6.629 -2.045  N97 1.226
99 O -3.200 6.079 -2.378  N97 1.224
100 H -2.541 10.351 -6.526  C91 1.086
101 H -0.403 10.034 -5.321  C92 1.085
102 H -0.237 8.380 -3.503  C93 1.085
103 H -4.391 7.350 -4.095  C95 1.085
104 H -4.531 9.018 -5.905  C96 1.085
105 C -0.364 -6.852 0.350  C106 1.392, C110 1.392, H114 1.086
106 C -1.370 -7.177 1.256  C105 1.392, C107 1.392, H115 1.086
107 C -2.110 -8.343 1.086  C106 1.392, C108 1.394, H116 1.085
108 C -1.831 -9.180 0.007  C107 1.394, C109 1.394, N111 1.465
109 C -0.830 -8.857 -0.907  C108 1.394, C110 1.391, H117 1.085
110 C -0.096 -7.687 -0.732  C105 1.392, C109 1.391, H118 1.085
111 N -2.591 -10.422 -0.161  C108 1.465, O112 1.224, O113 1.223
112 O -3.474 -10.663 0.650  N111 1.224
113 O -2.296 -11.148 -1.101  N111 1.223
114 H 0.215 -5.944 0.488  C105 1.086
115 H -1.575 -6.521 2.096  C106 1.086
116 H -2.892 -8.584 1.799  C107 1.085
117 H -0.609 -9.500 -1.752  C109 1.085
118 H 0.687 -7.428 -1.436  C110 1.085

Results of the Mulliken charge analysis, in e, for atoms 1 through 2:
1 C -0.20
2 C -0.59

> Which formula does entry 2 have?

C44H57N6O11

> Among the records above, which one has the lowest Kohn-Sham gap?

C44H57N6O11

> Which formula does entry 2 have?

C44H57N6O11